Record 1
The following is a quantum chemistry calculation of 2 unconnected molecules or ions with the total composition C4H9IN at a distorted geometry, from the Open Molecules 2025 dataset.

Summary:
orbital gap = 0.27302 Ha
HOMO = -0.460 hartree
strongest force on any atom = 0.074 hartree/bohr
net charge = +1
energy above the lowest of the compared OMol25 structures with the same formula, charge and spin = 67.42 kcal/mol
DFT total energy = -13874.978 eV

```
15
C4H9IN, DFT wB97M-V/def2-TZVPD
C 1.77311 -2.09588 0.24698
H 2.81409 -1.84856 0.34840
H -0.01153 2.18570 -0.49800
H 1.03466 0.12773 -1.53164
H 1.45100 -3.06597 -0.08201
H 0.45542 -1.90173 2.21200
N 0.85907 -1.60497 1.31262
H -4.93569 2.50468 -1.85706
C 0.81929 -1.04006 0.15391
H 0.97828 1.69000 0.80810
H -0.64719 -0.09450 -1.13248
C 0.32277 0.11987 -0.57757
H -0.82149 1.34948 0.83834
I -4.19996 2.28791 -0.42566
C 0.10816 1.38629 0.18407
```

=====

Record 2
The following is a quantum chemistry calculation of 2 unconnected molecules or ions with the total composition C4H9INO at a distorted geometry, from the Open Molecules 2025 dataset.

Summary:
orbital gap = 0.34282 Ha
HOMO = -0.507 hartree
strongest force on any atom = 0.077 hartree/bohr
net charge = +1
energy above the lowest of the compared OMol25 structures with the same formula, charge and spin = 40.90 kcal/mol
DFT total energy = -15923.170 eV

```
16
C4H9INO, DFT wB97M-V/def2-TZVPD
H -0.65606 1.97835 0.43893
C -0.34283 -0.79022 1.65527
H -0.75987 -0.12470 2.37748
H 0.45253 -1.86013 -1.00640
H -1.19375 -1.33678 1.24899
O 1.58361 2.01572 -0.28189
I 3.14549 -0.54799 -0.13991
C 0.21307 0.12328 -0.15875
H -0.55290 1.71830 -1.16540
C 1.53032 0.79304 -0.18012
H -1.76210 0.81383 -0.34005
C -0.13254 -0.95520 -1.13825
H -1.14813 -1.07965 -0.74582
N -0.78638 1.25649 -0.27332
H -0.14189 -0.69086 -2.17535
H 0.55142 -1.31349 1.88460
```

=====

Record 3
The following is a quantum chemistry calculation of a molecular structure, C4H9N at a distorted geometry, from the Open Molecules 2025 dataset.

Summary:
orbital gap (spin up / spin down) = 0.20476 / 0.20360 Ha
HOMO (spin up / spin down) = -0.033 / -0.034 hartree
strongest force on any atom = 0.036 hartree/bohr
net charge = -1
2S+1 = 2
energy above the lowest of the compared OMol25 structures with the same formula, charge and spin = 100.57 kcal/mol
DFT total energy = -5777.827 eV

```
14
C4H9N, DFT wB97M-V/def2-TZVPD
C -0.97272 0.09512 0.05642
H 0.60727 2.95003 3.61389
C -1.01574 -1.10532 -0.83496
H -1.71704 -1.88073 -0.53386
C 0.39550 -1.24628 -1.33058
H 1.99002 -0.43615 0.09100
H 1.93468 0.26966 -1.39804
H -1.94089 0.69108 0.02935
H -0.10871 2.96052 3.80067
H -0.96160 -0.34312 1.12301
H 0.83141 -1.99525 -1.94505
N 0.25764 0.83258 -0.09732
C 1.20640 -0.12854 -0.63676
H -0.50622 -0.66360 -1.93778
```